2 unconnected molecules or ions with the total composition C9H14O in a non-equilibrium geometry, computed with the ωB97M-V functional and the def2-TZVPD basis.

```
24
Properties=species:S:1:pos:R:3:forces:R:3
O -2.56380 0.27060 0.12688 -0.6 0.6 3.2
C 0.55032 0.60094 -1.54940 -3.2 -1.8 -0.3
C -0.72866 0.17679 -1.21328 0.3 2.3 2.3
C 0.62494 2.00499 0.48302 0.0 1.7 1.8
C -1.29674 0.79455 0.02280 0.8 -3.6 -4.0
C 2.35863 2.21403 -1.13880 1.4 -2.5 0.8
C -0.58833 1.57759 0.92608 -2.0 -1.7 -2.1
C -0.39288 -3.84928 0.71389 0.2 0.8 2.5
C 0.81120 -3.58698 1.71344 -4.1 -2.3 2.9
C 1.04799 1.50864 -0.72619 5.7 4.5 2.0
H -2.76165 0.22310 1.10654 -0.1 0.1 -1.6
H -0.79545 -2.89922 0.40407 0.0 0.4 -0.4
H 1.12537 2.86416 1.11879 -0.5 -2.1 -1.7
H 2.29278 3.26124 -1.20991 -0.3 1.3 -0.3
H 1.20243 -4.47905 2.21987 -0.1 -0.6 -0.9
H -1.17844 1.77871 1.75442 -0.3 1.1 2.0
H 3.33326 1.97922 -0.57151 -1.7 0.2 -0.1
H 0.30726 -3.22725 2.66093 0.9 0.9 -1.0
H -1.28583 -4.40348 1.11025 1.2 0.3 0.1
H -0.01080 -4.36646 -0.08438 0.6 -1.2 -2.3
H -1.30510 -0.47537 -1.83936 -0.4 -0.2 0.2
H 2.55089 1.73889 -2.06088 0.7 0.3 -1.6
H 1.05390 0.28462 -2.42961 0.4 -0.2 -0.6
H 1.66292 -3.09158 1.41636 1.3 1.7 -1.0
```
Positions in Å, forces in eV/Å.

Calculated values
- LUMO level: 0.761 eV
- 2S+1: 1
- Highest occupied orbital energy: -0.29979 hartree
- Gap between HOMO and LUMO: 8.92 eV
- ΔE to the lowest compared entry with this formula, charge and spin: 59.07 kcal/mol
- E: -11605.07525 eV